[1]
Density functional theory data (ωB97M-V/def2-TZVPD) for a single C5H10N2O molecule.

Output
Charge: 0
HOMO (alpha / beta) in eV: -8.84 / -8.84
Kohn-Sham gap (alpha / beta) in Ha: 0.2725 / 0.2726
LUMO level (alpha / beta) in eV: -1.42 / -1.42

Element x y z (Å)
O 1.48202 2.10917 -0.02209
N -0.82130 -0.00943 -1.01351
N 1.26275 -0.21375 -0.02050
C 0.91839 1.05004 0.02034
C -1.56303 0.79186 1.27793
C 2.62052 -0.55970 -0.38419
C -0.88065 0.96550 -0.06539
C -1.29697 -1.33152 -0.72067
H -1.03528 1.94556 -0.51290
H 3.25181 -0.56384 0.51238
H -2.63856 0.64556 1.14915
H -1.16360 -0.06082 1.82524
H -0.84930 -2.04331 -1.41088
H -2.37897 -1.30266 -0.93037
H -1.40652 1.68660 1.88004
H 2.58890 -1.57440 -0.78627
H 3.07185 0.12702 -1.10802
H -1.16209 -1.66190 0.30972

[2]
Density functional theory data (ωB97M-V/def2-TZVPD) for a molecular structure, C8H10N2O.

Output
Charge: 0
HOMO in eV: -8.57
Kohn-Sham gap in Ha: 0.3458
LUMO level in eV: 0.84

Element x y z (Å)
O -2.08386 -1.96945 1.44288
N -0.74850 -2.32890 1.06995
N 0.76913 -1.23789 2.07272
C -0.54408 1.60501 -2.03123
C 0.87124 0.81827 -0.35403
C -1.30075 -0.25645 -0.75859
C 0.59266 1.67206 -1.35407
C 0.11542 -1.25252 1.14507
C -0.14088 -0.20758 -0.04480
C -1.58688 0.67308 -1.73853
C 2.17267 0.84942 0.29141
H 1.49371 -0.40287 2.63510
H 2.02886 1.47208 1.25318
H 2.97152 1.52470 -0.02333
H -0.83953 2.33447 -2.87682
H -0.25090 -3.14040 1.66342
H -2.35084 0.86597 -2.20298
H 1.23731 2.54876 -1.27010
H 2.54944 0.19271 0.67951
H -2.47538 -1.01225 -0.60044
H -2.48034 -2.74820 1.00169

[3]
Density functional theory data (ωB97M-V/def2-TZVPD) for a molecular structure, C12H27AsI2O4ReS4Si.

Output
Charge: +3
HOMO in eV: -18.36
Kohn-Sham gap in Ha: 0.2279
LUMO level in eV: -12.16

Element x y z (Å)
Re 1.55684 1.78805 2.07105
I 4.01356 4.44379 -0.67360
I 4.02427 2.79868 1.41996
As 1.08385 1.68665 5.25866
S 0.02706 2.58881 3.49783
S 0.26284 0.67104 6.94386
S 1.35468 2.57741 7.17362
S 2.68581 1.00861 3.86654
Si -0.22344 -0.45990 -0.30734
O 0.94016 0.42260 1.33475
O -1.46227 -0.76464 0.60169
O -0.11213 0.94556 -1.04585
O 0.77748 -1.57696 -0.73605
C 0.57278 3.06707 -0.19784
C -3.65731 -1.45222 1.27805
C 2.97584 -0.69355 -1.25193
C -2.43333 -1.93999 0.54084
C -0.58712 2.29958 -0.85358
C 1.40888 -1.44943 -3.07812
C -0.79378 2.87782 -2.24688
C -1.75333 -3.10403 1.22773
C -2.70633 -2.20381 -0.92662
C -1.85220 2.34668 -0.01704
C 2.41578 -3.13176 -1.49887
C 1.93029 -1.71075 -1.67989
H -3.42179 -3.01885 -1.03295
H 3.28618 -0.88057 -0.22159
H -2.65910 1.81512 -0.51995
H -1.54500 2.28988 -2.77243
H -3.41691 -1.20853 2.31253
H -3.13488 -1.32418 -1.41107
H -1.79562 -2.51558 -1.44735
H 0.13140 2.85002 -2.82272
H 0.46157 3.02504 0.94355
H 3.26716 -3.31328 -2.15449
H -4.41029 -2.24013 1.28427
H 3.85725 -0.78685 -1.88616
H -1.51715 -2.85973 2.26327
H 1.63032 -3.84011 -1.75825
H 1.52323 2.74059 -0.61278
H -2.17072 3.38077 0.11894
H 2.59146 0.32673 -1.36142
H 2.72884 -3.30894 -0.47020
H 0.48845 4.14559 -0.34444
H 1.03240 -0.42940 -3.17677
H -1.14715 3.90658 -2.18268
H -1.70555 1.88425 0.96236
H 2.21430 -1.58056 -3.80066
H 0.61976 -2.15675 -3.33236
H -4.08673 -0.57858 0.78801
H -2.42715 -3.96099 1.23199
H -0.84317 -3.39684 0.70238